(1)
Computed, not measured: a molecular structure, C20H10AuN4O4S3, with wB97M-V/def2-TZVPD.

```
! RIJCOSX wB97M-V def2-TZVPD def2/J DEFGRID3
* xyz -1 1
Au -0.223 1.067 1.503
S 1.143 4.700 0.073
C -0.426 4.171 0.119
S -1.102 3.211 1.482
C -1.422 4.502 -0.815
C -2.765 4.034 -0.711
N -3.857 3.661 -0.652
C -1.139 5.342 -1.928
N -0.944 5.997 -2.857
S -3.425 -1.911 1.943
C -4.215 -0.397 1.776
C -3.346 0.645 1.649
C -2.000 0.206 1.697
C -1.884 -1.153 1.843
C -0.583 -1.800 1.926
C -0.341 -3.165 1.837
C 0.958 -3.623 1.964
C 1.990 -2.721 2.191
C 1.688 -1.374 2.241
N 0.440 -0.931 2.100
H -5.293 -0.362 1.773
H -3.642 1.676 1.512
H -1.166 -3.843 1.668
H 1.169 -4.681 1.887
H 3.012 -3.050 2.310
H 2.450 -0.622 2.402
O 3.709 0.674 0.845
C 2.558 0.862 0.484
O 1.710 1.653 1.043
C 2.046 0.127 -0.748
C 0.962 0.606 -1.478
C 0.466 -0.116 -2.553
C 1.077 -1.313 -2.882
C 2.190 -1.785 -2.207
C 2.675 -1.051 -1.140
N 0.535 -2.109 -3.997
O -0.445 -1.686 -4.576
O 1.096 -3.154 -4.272
H 0.522 1.561 -1.217
H -0.375 0.237 -3.130
H 2.651 -2.709 -2.521
H 3.546 -1.375 -0.587
*
```

Output
* energy relative to the best compared isomer or geometry (same formula, charge and spin): 1.492 eV
* LUMO: 0.98 eV
* HOMO level: -4.490 eV

(2)
Computed, not measured: 2 unconnected molecules or ions with the total composition C20H11Cl4O3, with wB97M-V/def2-TZVPD.

```
! RIJCOSX wB97M-V def2-TZVPD def2/J DEFGRID3
* xyz -1 1
Cl -0.386 0.752 2.768
C 0.461 -0.736 2.715
C -0.244 -1.925 2.749
Cl -1.947 -1.948 2.795
C 0.414 -3.229 2.767
O -0.188 -4.294 2.844
C 1.970 -3.223 2.690
O 2.586 -4.283 2.674
C 2.614 -1.912 2.658
Cl 4.315 -1.923 2.618
C 1.896 -0.728 2.681
Cl 2.727 0.767 2.695
C -4.676 0.388 0.899
C -4.066 -0.561 0.068
C -2.833 -0.296 -0.499
C -2.168 0.943 -0.265
C -0.927 1.260 -0.854
C -0.274 0.384 -1.777
C 1.057 0.816 -2.334
C 1.782 -0.141 -3.067
C 3.059 0.148 -3.547
C 3.633 1.407 -3.300
C 2.904 2.380 -2.602
C 1.615 2.092 -2.139
O -0.706 -0.736 -2.141
C -2.790 1.879 0.616
C -4.020 1.597 1.184
H -5.656 0.181 1.330
H -4.553 -1.514 -0.143
H -2.342 -1.021 -1.148
H -0.479 2.218 -0.596
H 1.338 -1.123 -3.247
H 3.611 -0.608 -4.107
H 4.643 1.628 -3.647
H 3.334 3.366 -2.411
H 1.038 2.857 -1.616
H -2.266 2.816 0.828
H -4.476 2.320 1.862
*
```

Output
* energy relative to the best compared isomer or geometry (same formula, charge and spin): 0.000 eV
* LUMO: -0.20 eV
* HOMO level: -2.983 eV

(3)
Computed, not measured: a molecular structure, C20H11Cl6FeN2O8, with wB97M-V/def2-TZVPD.

```
! RIJCOSX wB97M-V def2-TZVPD def2/J DEFGRID3
* xyz -1 1
Fe 2.076 1.231 -0.588
O 0.381 3.499 1.631
Cl 0.391 3.122 0.262
O -0.586 3.828 -0.488
O 1.731 3.302 -0.323
O 0.174 1.659 0.139
Cl 0.952 -0.433 2.250
C 2.437 0.477 2.361
C 2.927 1.160 1.245
C 4.088 1.899 1.494
Cl 4.774 2.874 0.227
C 4.744 1.928 2.724
Cl 6.188 2.850 2.951
C 4.228 1.204 3.792
Cl 5.025 1.215 5.324
C 3.058 0.479 3.610
Cl 2.400 -0.402 4.945
O 2.028 -0.978 -0.454
N 1.704 -0.817 -1.617
O 1.632 1.590 -2.567
N 2.854 1.419 -2.880
O 3.256 1.476 -4.012
O 3.607 1.173 -1.886
C -6.362 -0.045 -0.145
C -5.740 0.804 0.758
C -4.374 0.706 0.979
C -3.611 -0.239 0.299
C -4.245 -1.089 -0.608
C -5.607 -0.992 -0.828
C -2.159 -0.308 0.552
C -1.318 -1.048 -0.111
C -0.470 -1.793 -0.774
C -0.198 -3.183 -0.398
C 0.315 -4.028 -1.300
C 0.580 -3.585 -2.667
C 0.530 -2.297 -3.010
C 0.289 -1.251 -1.953
H -7.428 0.031 -0.320
H -6.318 1.548 1.291
H -3.887 1.375 1.678
H -3.657 -1.828 -1.140
H -6.085 -1.657 -1.535
H -1.751 0.340 1.323
H -0.451 -3.502 0.605
H 0.503 -5.061 -1.039
H 0.809 -4.334 -3.416
H 0.738 -1.965 -4.018
H -0.171 -0.353 -2.367
*
```

Output
* energy relative to the best compared isomer or geometry (same formula, charge and spin): 1.872 eV
* LUMO (alpha / beta): 1.89 / 1.87 eV
* HOMO level (alpha / beta): -6.052 / -6.078 eV

(4)
Computed, not measured: a molecular structure, C20H12AlN5OS2, with wB97M-V/def2-TZVPD.

```
! RIJCOSX wB97M-V def2-TZVPD def2/J DEFGRID3
* xyz 0 1
Al -0.481 -0.267 0.466
O -3.038 -3.247 1.327
C -2.353 -2.236 1.278
N -1.331 -1.948 0.467
C -1.031 -2.814 -0.648
C -0.980 -1.930 -1.866
C -1.221 -2.377 -3.154
C -1.180 -1.468 -4.198
C -0.886 -0.138 -3.928
C -0.644 0.232 -2.621
N -0.699 -0.643 -1.613
C -2.615 -1.060 2.189
C -3.585 -1.114 3.171
C -3.803 0.011 3.950
C -3.039 1.147 3.716
C -2.085 1.120 2.716
N -1.879 0.037 1.962
H -1.774 -3.606 -0.743
H -0.049 -3.280 -0.510
H -1.449 -3.420 -3.326
H -1.379 -1.791 -5.211
H -0.848 0.596 -4.719
H -0.396 1.251 -2.349
H -4.136 -2.036 3.290
H -4.555 0.002 4.727
H -3.176 2.043 4.303
H -1.455 1.974 2.504
S 0.033 1.929 0.225
C 1.779 1.700 0.115
C 2.536 2.753 -0.388
C 3.918 2.677 -0.478
C 4.666 3.765 -1.024
N 5.269 4.630 -1.482
C 4.569 1.506 -0.054
C 3.817 0.449 0.436
C 2.428 0.521 0.529
S 1.573 -0.882 1.154
C 5.994 1.403 -0.113
N 7.139 1.316 -0.138
H 2.031 3.654 -0.711
H 4.318 -0.457 0.749
*
```

Output
* energy relative to the best compared isomer or geometry (same formula, charge and spin): 0.037 eV
* LUMO: -0.66 eV
* HOMO level: -8.213 eV

(5)
Computed, not measured: a molecular structure, C20H12BrCl2F6OOsS, with wB97M-V/def2-TZVPD.

```
! RIJCOSX wB97M-V def2-TZVPD def2/J DEFGRID3
* xyz 1 1
Os 0.793 0.055 -0.325
Br -0.218 -0.574 -2.480
C 0.441 -2.365 -2.531
C 0.224 -3.150 -3.622
C 0.715 -4.470 -3.591
C 1.375 -4.930 -2.485
C 1.581 -4.102 -1.357
C 2.253 -4.572 -0.201
C 2.434 -3.759 0.884
C 1.956 -2.439 0.865
C 1.313 -1.890 -0.239
C 1.106 -2.769 -1.365
H -0.304 -2.778 -4.489
H 0.561 -5.111 -4.447
H 1.751 -5.944 -2.458
H 2.615 -5.593 -0.189
H 2.940 -4.128 1.765
H 2.106 -1.849 1.760
Cl 2.240 0.656 1.541
C 1.764 2.271 1.826
C 1.761 2.804 3.085
C 1.386 4.141 3.195
C 1.040 4.877 2.068
C 1.071 4.292 0.809
Cl 0.657 5.243 -0.558
C 1.448 2.945 0.655
S 1.595 2.137 -0.894
H 2.029 2.214 3.949
H 1.362 4.608 4.170
H 0.750 5.914 2.156
C -2.727 -0.165 0.239
C -1.998 1.164 0.398
O -0.604 1.017 0.561
C -2.460 1.832 1.723
F -2.006 1.119 2.760
F -1.989 3.078 1.848
F -3.789 1.886 1.817
C -2.321 2.088 -0.794
F -2.032 1.467 -1.954
F -1.616 3.210 -0.783
F -3.613 2.402 -0.826
H -2.395 -0.839 1.026
H -2.510 -0.607 -0.731
H -3.804 -0.029 0.320
*
```

Output
* LUMO (alpha / beta): -5.32 / -5.32 eV
* HOMO level (alpha / beta): -11.722 / -11.722 eV

(6)
Computed, not measured: a molecular structure, C20H12BrN5O2Sn, with wB97M-V/def2-TZVPD.

```
! RIJCOSX wB97M-V def2-TZVPD def2/J DEFGRID3
* xyz 2 1
Sn 0.240 1.899 0.552
Br -6.682 0.452 -2.632
C -5.133 1.149 -1.926
C -5.105 2.485 -1.461
C -3.958 2.998 -0.946
C -2.759 2.200 -0.862
O -1.700 2.710 -0.428
C -2.812 0.824 -1.324
C -1.659 -0.061 -1.313
N -0.544 0.106 -0.696
C 0.476 -0.875 -0.888
C 0.257 -2.216 -1.057
C 1.336 -3.081 -1.335
C 2.610 -2.599 -1.451
C 2.871 -1.223 -1.244
C 4.156 -0.638 -1.341
C 4.319 0.698 -1.104
C 3.205 1.460 -0.725
N 1.992 0.948 -0.643
C 1.801 -0.372 -0.925
C -3.978 0.340 -1.863
H -6.002 3.087 -1.531
H -3.897 4.019 -0.594
H -1.770 -0.950 -1.936
H -0.739 -2.633 -0.971
H 1.139 -4.135 -1.473
H 3.431 -3.262 -1.689
H 5.003 -1.261 -1.601
H 5.287 1.172 -1.170
H 3.316 2.505 -0.461
H -4.031 -0.671 -2.248
N -0.534 -1.278 3.876
C 0.249 -0.480 3.165
O -0.099 0.023 2.083
C 1.602 -0.207 3.719
C 2.426 0.646 2.972
N 3.037 1.349 2.290
C 2.016 -0.738 4.943
N 2.339 -1.235 5.936
H -1.468 -1.472 3.549
H -0.238 -1.683 4.752
*
```

Output
* energy relative to the best compared isomer or geometry (same formula, charge and spin): 0.000 eV
* LUMO (alpha / beta): -8.90 / -8.96 eV
* HOMO level (alpha / beta): -14.796 / -14.541 eV

(7)
Computed, not measured: a molecular structure, C20H12Cl2F5N2O3Pt, with wB97M-V/def2-TZVPD.

```
! RIJCOSX wB97M-V def2-TZVPD def2/J DEFGRID3
* xyz -1 1
Pt -1.514 -0.769 0.607
C 1.275 -1.933 0.082
N -0.163 -2.044 -0.118
C -0.659 -3.002 -0.836
C -2.056 -3.003 -1.045
C -2.991 -3.828 -1.674
C -4.237 -3.249 -1.428
C -4.012 -2.097 -0.658
N -2.703 -1.958 -0.437
C 1.973 -1.224 -1.058
C 1.330 -0.250 -1.814
C 2.014 0.405 -2.827
C 3.341 0.096 -3.098
C 3.985 -0.874 -2.345
C 3.301 -1.531 -1.332
H 1.694 -2.938 0.183
H 1.436 -1.398 1.020
H 0.000 -3.751 -1.267
H -2.782 -4.728 -2.230
H -5.198 -3.607 -1.761
H -4.727 -1.391 -0.268
H 0.317 0.048 -1.569
H 1.509 1.177 -3.393
H 3.872 0.616 -3.885
H 5.021 -1.119 -2.543
H 3.808 -2.287 -0.742
Cl -3.185 -1.271 3.779
C -2.629 0.325 3.267
Cl -3.148 0.651 1.573
C -1.073 0.421 3.338
O -0.659 0.916 4.372
O -0.417 -0.023 2.348
H -3.110 1.076 3.881
F 2.370 5.587 2.060
C 1.630 4.583 1.536
C 0.375 4.825 1.010
F -0.117 6.081 1.024
C -0.374 3.797 0.476
F -1.597 4.098 -0.016
C 0.062 2.448 0.418
O -0.660 1.523 -0.085
C 1.356 2.262 0.971
F 1.900 1.029 0.968
C 2.109 3.285 1.508
F 3.332 3.028 2.008
*
```

Output
* energy relative to the best compared isomer or geometry (same formula, charge and spin): 0.000 eV
* LUMO: 2.38 eV
* HOMO level: -4.134 eV

(8)
Computed, not measured: a molecular structure, C20H12Cl5GaIN2O2, with wB97M-V/def2-TZVPD.

```
! RIJCOSX wB97M-V def2-TZVPD def2/J DEFGRID3
* xyz 1 1
Ga -1.234 -0.013 -0.657
C 1.527 2.112 -3.487
C 2.114 1.074 -2.606
N 3.411 0.885 -2.621
C 4.014 0.073 -1.801
C 3.367 -0.813 -0.954
C 4.137 -1.632 0.073
O 3.708 -2.988 0.204
C 1.929 -0.655 -0.930
C 1.171 -1.383 0.056
N -0.020 -0.970 0.484
C -0.384 -1.379 1.750
C 0.667 -1.554 2.680
C 0.517 -2.221 3.896
C -0.818 -2.504 4.309
C -1.882 -2.285 3.394
C -1.681 -1.786 2.141
I -3.241 -1.714 0.699
C 1.274 0.181 -1.824
O -0.069 0.173 -2.053
H 2.231 2.301 -4.325
H 1.310 3.093 -2.956
H 0.548 1.773 -3.912
H 5.136 0.132 -1.852
H 3.910 -1.228 1.077
H 5.281 -1.545 -0.030
H 4.249 -3.452 -0.448
H 1.636 -2.270 0.549
H 1.661 -1.201 2.371
H 1.337 -2.597 4.512
H -1.170 -2.869 5.281
H -2.853 -2.596 3.662
Cl -1.855 1.536 1.873
C -2.773 2.158 0.480
C -2.566 1.454 -0.709
C -3.485 1.531 -1.769
Cl -3.109 0.643 -3.224
C -4.598 2.437 -1.681
Cl -5.858 2.364 -2.801
C -4.559 3.380 -0.626
Cl -5.550 4.802 -0.607
C -3.697 3.185 0.555
Cl -3.731 4.367 1.829
*
```

Output
* LUMO: -4.70 eV
* HOMO level: -11.801 eV

(9)
Computed, not measured: a molecular structure, C20H12F12MoNO3, with wB97M-V/def2-TZVPD.

```
! RIJCOSX wB97M-V def2-TZVPD def2/J DEFGRID3
* xyz 1 1
Mo -1.822 -0.711 0.549
C 3.850 2.940 2.929
C 2.825 2.123 2.199
C 3.145 1.431 1.037
C 2.186 0.704 0.357
C 0.882 0.657 0.838
N -0.095 -0.078 0.132
C 0.117 -1.129 -0.781
C 1.101 -2.101 -0.497
C 1.238 -3.206 -1.284
C 0.381 -3.402 -2.385
C 0.516 -4.617 -3.245
C -0.618 -2.475 -2.632
C -0.804 -1.327 -1.856
C -1.991 -0.366 -2.177
O -2.727 -0.119 -0.997
C -3.064 -1.004 -3.114
F -2.618 -1.196 -4.357
F -4.130 -0.219 -3.171
F -3.446 -2.185 -2.610
C -1.463 0.959 -2.787
F -2.446 1.792 -3.086
F -0.647 1.577 -1.923
F -0.759 0.690 -3.890
C 0.516 1.378 1.990
C 1.509 2.087 2.652
C -0.933 1.474 2.453
O -1.724 0.388 2.012
C -1.074 1.443 4.005
F -0.725 2.612 4.548
F -0.290 0.489 4.507
F -2.325 1.181 4.361
C -1.589 2.748 1.856
F -2.822 2.924 2.317
F -0.869 3.831 2.113
F -1.657 2.592 0.522
H 4.859 2.597 2.709
H 3.695 2.897 4.006
H 3.780 3.987 2.629
H 4.156 1.468 0.652
H 2.440 0.193 -0.561
H 1.733 -1.949 0.368
H 1.997 -3.943 -1.057
H 1.532 -5.004 -3.230
H 0.228 -4.408 -4.273
H -0.146 -5.403 -2.871
H -1.265 -2.665 -3.473
H 1.262 2.653 3.538
O -1.899 -2.307 0.978
*
```

Output
* LUMO (alpha / beta): -5.88 / -5.88 eV
* HOMO level (alpha / beta): -12.330 / -12.330 eV

(10)
Computed, not measured: a molecular structure, C20H12MoN6O2S4, with wB97M-V/def2-TZVPD.

```
! RIJCOSX wB97M-V def2-TZVPD def2/J DEFGRID3
* xyz 2 1
Mo -0.502 -2.819 0.893
S -0.521 -4.900 -0.252
C 1.164 -5.097 -0.248
C 1.745 -5.889 -1.288
N 2.188 -6.526 -2.141
C 1.970 -4.550 0.758
S 1.336 -3.666 2.075
C 3.384 -4.767 0.749
N 4.530 -4.897 0.753
O -0.071 3.886 2.980
C 1.036 3.039 3.158
C 0.730 1.740 2.478
C 1.711 0.780 2.264
C 1.372 -0.419 1.693
N 0.120 -0.724 1.284
C -0.821 0.247 1.427
C -0.557 1.451 2.037
C -1.296 0.377 -1.392
C -1.194 1.667 -1.853
C -0.184 2.018 -2.747
C -0.082 3.416 -3.280
O -1.009 4.213 -2.588
C 0.713 1.033 -3.144
C 0.581 -0.241 -2.659
N -0.409 -0.565 -1.798
H 0.034 4.685 3.506
H 1.230 2.815 4.212
H 1.958 3.454 2.743
H 2.740 0.954 2.561
H 2.120 -1.178 1.554
H -1.343 2.187 2.155
H -1.905 2.416 -1.529
H -0.281 3.377 -4.356
H 0.948 3.762 -3.155
H -1.053 5.089 -2.985
H 1.515 1.248 -3.840
H 1.238 -1.050 -2.949
S -2.185 -3.104 2.119
C -2.192 0.021 0.870
C -3.265 -0.176 1.802
N -4.119 -0.312 2.564
C -2.397 0.015 -0.448
S -0.593 -2.287 -1.440
C -3.684 -0.242 -1.025
N -4.699 -0.485 -1.514
*
```

Output
* energy relative to the best compared isomer or geometry (same formula, charge and spin): 0.066 eV
* LUMO (alpha / beta): -8.89 / -9.77 eV
* HOMO level (alpha / beta): -15.810 / -16.152 eV

(11)
Computed, not measured: a molecular structure, C20H12N6O4S5Yb, with wB97M-V/def2-TZVPD.

```
! RIJCOSX wB97M-V def2-TZVPD def2/J DEFGRID3
* xyz -2 1
Yb 0.290 0.061 -0.501
C -2.931 0.722 -6.086
S -2.373 -0.904 -5.407
C -1.477 -0.658 -3.867
S -1.267 0.856 -3.115
N -0.863 -1.775 -3.541
N -0.142 -1.812 -2.401
C 0.576 -2.943 -2.255
C 1.291 -3.196 -1.052
C 2.235 -4.255 -1.034
C 2.906 -4.482 0.153
C 2.640 -3.702 1.287
C 1.695 -2.673 1.203
N 1.144 -2.363 -0.001
H -3.700 0.588 -6.848
H -2.017 1.167 -6.561
H -3.323 1.334 -5.260
H 0.626 -3.649 -3.097
H 2.380 -4.846 -1.948
H 3.718 -5.209 0.147
H 3.184 -3.879 2.165
H 1.535 -2.038 1.997
S 2.093 0.930 1.680
C 3.644 0.524 1.197
S 3.920 -0.087 -0.605
C 4.772 0.646 1.990
C 6.076 0.196 1.761
N 7.129 -0.282 1.676
C 4.693 1.424 3.179
N 4.807 2.028 4.198
O -1.446 -0.758 0.749
C -2.284 -0.233 1.535
C -2.474 1.176 1.820
C -3.513 1.584 2.635
C -3.726 2.948 2.850
C -3.137 3.934 2.050
C -2.117 3.546 1.249
C -1.723 2.188 1.138
O -0.667 1.888 0.449
N -4.799 3.257 3.792
O -5.271 4.440 3.789
O -5.139 2.302 4.502
H -2.975 -0.873 2.004
H -4.137 0.853 3.153
H -3.464 4.972 2.165
H -1.531 4.341 0.757
S 2.218 1.877 -2.283
C 2.927 0.837 -1.412
*
```

Output
* energy relative to the best compared isomer or geometry (same formula, charge and spin): 3.538 eV
* LUMO (alpha / beta): 3.51 / 3.51 eV
* HOMO level (alpha / beta): 0.761 / 0.757 eV

no.,E (Eh),largest force on an atom (eV/A)
1,-2618.36261,0.762
2,-2835.22869,2.545
3,-5504.60104,0.120
4,-2157.39870,0.382
5,-5426.78263,2.297
6,-3981.36106,0.177
7,-2643.65171,1.153
8,-5552.52322,2.909
9,-2316.26350,0.761
10,-2908.66612,1.868
11,-4548.36186,5.238